This record from the Open Molecules 2025 dataset describes 6 unconnected molecules or ions with the total composition C40H73N8O2S2. The level of theory is wB97M-V/def2-TZVPD.

Summary:
* Kohn-Sham gap (spin up / spin down): 8.33 / 8.33 eV
* HOMO (spin up / spin down): -0.29982 / -0.29982 Eh
* spin multiplicity: 2

Each line ends with the Löwdin spin population.
CARTESIAN COORDINATES (ANGSTROEM)
C (-4.760, 1.584, 2.796)  0.000
C (-3.590, 0.715, 3.290)  0.000
C (-2.621, 0.283, 2.180)  0.000
N (-1.231, 0.077, 2.622)  0.000
C (-0.256, 1.099, 2.199)  0.001
C (-0.059, 0.972, 0.678)  0.005
C (0.218, -0.448, 0.176)  0.001
C (1.467, -0.536, -0.692)  0.000
S (1.143, -0.392, -2.490)  0.000
C (2.059, 1.085, -2.863)  0.000
S (3.336, 1.040, -3.877)  0.000
N (1.540, 2.202, -2.216)  0.000
C (2.288, 3.459, -2.308)  0.000
C (1.650, 4.517, -1.411)  0.000
O (0.282, 4.726, -1.723)  0.000
C (-0.449, 3.524, -1.628)  0.000
C (0.089, 2.431, -2.511)  0.000
C (1.029, 0.762, 2.953)  -0.001
C (2.196, 1.754, 2.820)  0.026
C (3.266, 1.264, 1.800)  0.005
C (2.873, 1.893, 4.187)  0.018
N (1.723, 3.083, 2.337)  0.391
O (2.645, 3.966, 2.278)  0.491
C (0.397, 3.599, 2.761)  0.028
C (0.107, 4.845, 1.912)  0.003
C (0.447, 4.048, 4.238)  0.022
C (-0.711, 2.531, 2.537)  0.000
H (-4.994, 2.359, 3.528)  0.000
H (-4.520, 2.087, 1.860)  0.000
H (-5.671, 0.997, 2.671)  0.000
H (-4.002, -0.189, 3.746)  0.000
H (-3.053, 1.234, 4.086)  0.000
H (-2.656, 0.982, 1.345)  0.000
H (-2.982, -0.673, 1.784)  0.000
H (-1.220, 0.052, 3.635)  0.000
H (0.739, 1.651, 0.367)  0.003
H (-0.968, 1.349, 0.194)  0.000
H (-0.608, -0.789, -0.433)  0.000
H (0.317, -1.154, 1.003)  0.000
H (2.129, 0.298, -0.460)  0.000
H (2.014, -1.467, -0.554)  0.000
H (3.309, 3.277, -1.973)  0.000
H (2.302, 3.830, -3.340)  0.000
H (1.776, 4.270, -0.351)  0.000
H (2.151, 5.466, -1.609)  0.000
H (-0.442, 3.145, -0.603)  0.000
H (-1.487, 3.754, -1.883)  0.000
H (-0.451, 1.512, -2.295)  0.000
H (-0.004, 2.685, -3.571)  0.000
H (0.773, 0.650, 4.013)  0.000
H (1.351, -0.229, 2.625)  0.000
H (4.254, 1.241, 2.264)  0.000
H (3.055, 0.258, 1.447)  0.000
H (3.345, 1.955, 0.959)  -0.001
H (2.160, 2.153, 4.973)  0.000
H (3.285, 0.914, 4.442)  0.001
H (3.684, 2.617, 4.148)  0.003
H (-0.959, 5.060, 1.948)  0.000
H (0.399, 4.693, 0.879)  0.000
H (0.627, 5.720, 2.303)  0.000
H (-0.202, 4.909, 4.383)  0.003
H (0.124, 3.246, 4.908)  0.000
H (1.468, 4.310, 4.524)  0.002
H (-1.341, 2.526, 3.426)  0.000
H (-1.351, 2.869, 1.717)  0.000
C (-2.671, -3.571, -4.361)  0.000
C (-1.581, -3.722, -3.306)  0.000
C (-1.996, -3.189, -1.928)  0.000
C (-2.299, -1.763, -1.995)  0.000
N (-2.482, -0.627, -2.077)  0.000
H (-2.918, -2.522, -4.526)  0.000
H (-2.347, -3.989, -5.314)  0.000
H (-3.584, -4.090, -4.060)  0.000
H (-0.679, -3.201, -3.632)  0.000
H (-1.320, -4.776, -3.199)  0.000
H (-1.194, -3.332, -1.202)  0.000
H (-2.879, -3.714, -1.559)  0.000
C (-4.224, 5.851, -1.182)  0.000
C (-4.319, 7.264, -0.615)  0.000
C (-3.393, 7.498, 0.583)  0.000
C (-3.732, 6.616, 1.699)  0.000
N (-4.029, 5.917, 2.562)  0.000
H (-4.517, 5.106, -0.441)  0.000
H (-4.885, 5.738, -2.041)  0.000
H (-3.208, 5.624, -1.511)  0.000
H (-5.346, 7.474, -0.311)  0.000
H (-4.064, 7.985, -1.393)  0.000
H (-3.471, 8.526, 0.938)  0.000
H (-2.352, 7.319, 0.305)  0.000
C (-0.167, -7.690, -1.669)  0.000
C (0.919, -7.722, -0.602)  0.000
C (0.477, -7.072, 0.714)  0.000
C (0.139, -5.659, 0.549)  0.000
N (-0.130, -4.549, 0.422)  0.000
H (-0.430, -6.665, -1.933)  0.000
H (0.171, -8.190, -2.576)  0.000
H (-1.071, -8.197, -1.324)  0.000
H (1.815, -7.218, -0.968)  0.000
H (1.194, -8.755, -0.390)  0.000
H (1.271, -7.141, 1.459)  0.000
H (-0.399, -7.588, 1.111)  0.000
C (-1.203, -10.276, 5.593)  0.000
C (-1.320, -8.981, 4.798)  0.000
C (-2.073, -9.162, 3.475)  0.000
C (-1.398, -10.116, 2.594)  0.000
N (-0.836, -10.856, 1.918)  0.000
H (-0.635, -11.028, 5.044)  0.000
H (-0.691, -10.100, 6.539)  0.000
H (-2.187, -10.691, 5.816)  0.000
H (-0.325, -8.582, 4.594)  0.000
H (-1.848, -8.232, 5.390)  0.000
H (-2.157, -8.212, 2.946)  0.000
H (-3.085, -9.528, 3.657)  0.000
C (6.887, 3.172, -6.562)  0.000
C (5.400, 2.881, -6.725)  0.000
C (5.124, 1.564, -7.458)  0.000
C (5.679, 1.570, -8.811)  0.000
N (6.119, 1.603, -9.872)  0.000
H (7.379, 3.285, -7.529)  0.000
H (7.038, 4.096, -6.004)  0.000
H (7.387, 2.367, -6.019)  0.000
H (4.923, 3.701, -7.265)  0.000
H (4.926, 2.826, -5.744)  0.000
H (4.051, 1.384, -7.533)  0.000
H (5.562, 0.726, -6.913)  0.000

Forces on atoms 1 to 2 (eV/Å):
-0.02 -0.01 0.39
-0.20 0.01 -0.08